# 1
The following is a DFT calculation (the ωB97M-V functional and the def2-TZVPD basis) of C18H37BeBrF5IN2O14PS as an isolated structure.

* HOMO level: -3.702 eV
* HOMO-LUMO gap: 2.24 eV
* strongest force on any atom: 2.39 eV Å⁻¹
* lowest unoccupied orbital energy: -1.46 eV
* calculated total energy: -5995.75808 a.u.
* charge: -1

Last column: Löwdin charge in e.
Element x y z (Å)
C (3.28, 0.93, 0.91)  -0.060
C (2.79, 1.32, -0.47)  -0.539
F (3.57, 0.74, -1.39)  -0.070
P (2.69, 3.11, -0.97)  1.129
C (1.51, 3.89, 0.21)  -0.370
C (0.08, 3.52, -0.12)  -0.905
O (-0.53, 2.83, 0.64)  -0.023
I (-0.79, 4.25, -1.94)  0.883
C (4.32, 3.96, -0.65)  -0.811
F (4.68, 4.14, 0.68)  -0.088
F (4.32, 5.17, -1.28)  -0.065
F (5.28, 3.25, -1.22)  0.097
H (2.73, 1.38, 1.71)  0.067
H (3.18, -0.14, 0.90)  0.067
H (4.33, 1.17, 1.01)  0.079
H (1.76, 0.99, -0.58)  0.114
H (1.64, 3.49, 1.21)  0.076
H (1.66, 4.96, 0.23)  0.078
Be (5.87, 5.71, 0.06)  0.281
O (-3.37, 2.65, -3.46)  -0.246
H (-3.13, 2.18, -2.63)  -0.175
H (-4.17, 3.14, -3.24)  0.011
Br (-3.14, 0.05, -1.97)  -0.144
F (5.19, -0.81, -1.88)  -0.721
O (-3.32, 2.62, 1.60)  -0.531
H (-2.42, 2.34, 1.40)  -0.198
O (4.30, -7.31, -3.09)  0.058
C (4.97, -6.30, -2.99)  -0.560
O (4.36, -5.12, -2.94)  0.000
C (5.06, -3.88, -2.63)  -0.222
C (5.69, -3.26, -3.85)  -0.086
C (6.48, -6.36, -3.02)  0.001
H (5.78, -4.04, -1.83)  0.111
H (4.31, -3.20, -2.25)  0.106
H (6.46, -3.89, -4.30)  0.057
H (6.14, -2.31, -3.55)  0.062
H (4.94, -3.08, -4.62)  0.079
H (6.81, -6.40, -4.05)  0.089
H (6.79, -7.27, -2.51)  0.081
H (6.96, -5.52, -2.52)  0.067
C (-2.12, -0.37, 2.74)  -0.149
C (-1.14, 0.62, 3.31)  -0.147
O (0.00, -0.20, 3.72)  -0.190
S (0.14, -1.44, 2.74)  0.570
O (1.09, -1.20, 1.71)  -0.217
O (0.20, -2.61, 3.55)  -0.242
O (-1.29, -1.33, 2.05)  -0.219
H (-2.67, -0.89, 3.52)  0.128
H (-2.83, 0.11, 2.05)  0.118
H (-1.53, 1.16, 4.15)  0.131
H (-0.79, 1.31, 2.55)  0.102
C (-1.16, -3.72, -0.63)  0.048
C (-2.58, -3.94, -0.26)  -0.403
O (-3.25, -3.34, 0.50)  0.189
N (-3.30, -5.10, -0.98)  0.088
C (-3.62, -6.23, -0.04)  0.017
H (-0.85, -2.76, -0.23)  0.097
H (-0.54, -4.51, -0.21)  0.114
H (-1.05, -3.70, -1.72)  0.112
H (-2.78, -5.42, -1.80)  0.178
H (-4.19, -4.68, -1.26)  0.186
H (-2.69, -6.62, 0.36)  0.108
H (-4.13, -7.00, -0.61)  0.101
H (-4.26, -5.85, 0.74)  0.104
C (-5.09, 3.93, 4.62)  0.024
C (-3.91, 4.71, 4.17)  -0.437
O (-2.78, 4.50, 4.42)  0.178
N (-4.14, 5.88, 3.21)  0.094
C (-3.82, 7.20, 3.84)  0.013
H (-4.74, 3.01, 5.07)  0.102
H (-5.65, 4.51, 5.37)  0.096
H (-5.73, 3.70, 3.77)  0.104
H (-5.08, 5.86, 2.81)  0.176
H (-3.43, 5.70, 2.48)  0.181
H (-4.48, 7.35, 4.70)  0.102
H (-3.99, 7.97, 3.10)  0.102
H (-2.78, 7.19, 4.15)  0.104
C (-4.06, -0.68, -5.53)  -0.912
O (-5.05, -0.70, -4.77)  0.114
O (-3.05, -1.47, -5.43)  0.171
O (-3.94, 0.11, -6.52)  0.187


# 2
The following is a DFT calculation (the ωB97M-V functional and the def2-TZVPD basis) of a 3-piece molecular cluster, C18H37BrF3O8S overall.

* HOMO level: -10.986 eV
* HOMO-LUMO gap: 6.91 eV
* strongest force on any atom: 0.90 eV Å⁻¹
* lowest unoccupied orbital energy: -4.08 eV
* calculated total energy: -4581.34162 a.u.
* charge: +1

Last column: natural (NBO) charge in e.
Element x y z (Å)
C (0.15, -0.50, -2.52)  -0.655
C (-1.04, -0.62, -3.49)  0.085
O (-0.75, -0.15, -4.79)  -0.689
C (-2.33, 0.02, -2.89)  -0.576
S (-2.99, 1.35, -3.91)  0.829
C (-1.98, 2.82, -3.75)  -0.689
C (-1.54, 3.12, -2.33)  0.477
O (-2.28, 3.29, -1.43)  -0.459
Br (0.37, 3.23, -2.12)  0.070
C (-4.58, 1.77, -3.03)  0.900
F (-5.49, 1.00, -3.60)  -0.278
F (-4.85, 3.04, -3.22)  -0.276
F (-4.51, 1.49, -1.74)  -0.276
H (1.08, -0.22, -3.01)  0.247
H (0.28, -1.45, -2.01)  0.248
H (-0.03, 0.24, -1.74)  0.212
H (-1.27, -1.68, -3.60)  0.213
H (-0.28, 0.69, -4.75)  0.466
H (-3.15, -0.71, -2.89)  0.278
H (-2.23, 0.37, -1.86)  0.266
H (-2.63, 3.65, -4.07)  0.313
H (-1.15, 2.76, -4.44)  0.287
C (-3.00, 0.98, 6.85)  -0.249
O (-3.46, 1.49, 5.61)  -0.550
C (-3.92, 2.83, 5.72)  -0.095
C (-3.84, 3.53, 4.38)  -0.089
O (-2.53, 3.93, 4.01)  -0.535
C (-1.64, 2.93, 3.56)  -0.091
C (-1.92, 2.43, 2.17)  -0.096
O (-2.98, 1.49, 2.17)  -0.536
C (-3.58, 1.34, 0.91)  -0.234
H (-3.81, 0.96, 7.59)  0.170
H (-2.66, -0.04, 6.67)  0.194
H (-2.17, 1.57, 7.23)  0.166
H (-3.31, 3.38, 6.44)  0.177
H (-4.96, 2.83, 6.06)  0.174
H (-4.41, 4.45, 4.46)  0.192
H (-4.31, 2.92, 3.60)  0.185
H (-1.58, 2.11, 4.27)  0.200
H (-0.66, 3.42, 3.54)  0.190
H (-1.02, 1.93, 1.78)  0.163
H (-2.16, 3.28, 1.52)  0.174
H (-3.98, 2.29, 0.55)  0.169
H (-4.39, 0.62, 1.01)  0.199
H (-2.84, 0.96, 0.19)  0.124
C (2.89, -5.62, -0.18)  -0.248
O (3.74, -4.80, -0.94)  -0.540
C (3.05, -3.97, -1.85)  -0.090
C (3.86, -2.74, -2.20)  -0.090
O (3.87, -1.74, -1.20)  -0.550
C (4.66, -2.01, -0.04)  -0.091
C (6.15, -1.91, -0.28)  -0.095
O (6.64, -3.07, -0.91)  -0.545
C (7.88, -2.86, -1.55)  -0.249
H (2.32, -6.31, -0.82)  0.167
H (3.51, -6.20, 0.50)  0.202
H (2.19, -5.02, 0.41)  0.160
H (2.09, -3.65, -1.41)  0.157
H (2.84, -4.54, -2.76)  0.173
H (3.39, -2.28, -3.07)  0.174
H (4.88, -3.02, -2.49)  0.205
H (4.40, -2.97, 0.40)  0.198
H (4.38, -1.23, 0.67)  0.186
H (6.65, -1.79, 0.69)  0.176
H (6.36, -1.02, -0.89)  0.171
H (7.80, -2.08, -2.32)  0.162
H (8.17, -3.79, -2.02)  0.198
H (8.65, -2.57, -0.83)  0.170


# 3
The following is a DFT calculation (the ωB97M-V functional and the def2-TZVPD basis) of a 7-piece molecular cluster, C18H37Cl6N3O6 overall.

* HOMO level: -8.670 eV
* HOMO-LUMO gap: 8.83 eV
* strongest force on any atom: 2.48 eV Å⁻¹
* structure (SMILES): O=C1OCCO1.CNC(C)=O.CNC(C)=O.CNC(C)=O.ClCCCl.ClCCCl.ClCCCl
* lowest unoccupied orbital energy: 0.16 eV
* calculated total energy: -4084.94936 a.u.
* relative energy (zero: lowest compared OMol25 entry of this formula, charge and spin): 0.0 kcal/mol

Last column: natural (NBO) charge in e.
Element x y z (Å)
C (-3.57, -3.26, -2.35)  -0.112
C (-3.36, -1.95, -1.57)  -0.098
O (-3.48, -2.39, -0.21)  -0.495
C (-4.05, -3.59, -0.16)  0.964
O (-4.48, -4.10, 0.82)  -0.572
O (-4.12, -4.15, -1.38)  -0.488
H (-2.70, -3.64, -2.86)  0.205
H (-4.34, -3.01, -3.08)  0.191
H (-4.12, -1.17, -1.73)  0.198
H (-2.38, -1.49, -1.69)  0.201
C (1.93, 1.40, -4.18)  -0.724
C (1.43, 2.77, -3.78)  0.677
O (1.46, 3.21, -2.63)  -0.631
N (0.87, 3.49, -4.79)  -0.619
C (0.32, 4.81, -4.57)  -0.408
H (1.28, 0.56, -3.94)  0.243
H (2.86, 1.16, -3.65)  0.246
H (2.27, 1.49, -5.21)  0.215
H (0.62, 2.93, -5.58)  0.394
H (-0.69, 4.85, -4.18)  0.181
H (0.19, 5.20, -5.59)  0.201
H (1.00, 5.47, -4.04)  0.229
C (3.80, 3.78, 4.20)  -0.757
C (2.75, 2.95, 3.51)  0.674
O (1.66, 3.42, 3.22)  -0.650
N (3.02, 1.64, 3.29)  -0.626
C (4.23, 0.93, 3.72)  -0.414
H (4.20, 3.54, 5.19)  0.234
H (3.21, 4.67, 4.47)  0.246
H (4.48, 4.19, 3.46)  0.236
H (2.25, 1.09, 2.92)  0.438
H (4.16, -0.10, 3.38)  0.220
H (4.27, 0.94, 4.81)  0.187
H (5.10, 1.51, 3.41)  0.197
C (-1.43, 1.23, 2.51)  -0.721
C (-0.39, 0.39, 1.79)  0.706
O (0.72, 0.26, 2.31)  -0.706
N (-0.69, -0.12, 0.59)  -0.605
C (0.14, -0.98, -0.24)  -0.439
H (-0.79, 1.78, 3.21)  0.266
H (-2.25, 0.62, 2.89)  0.232
H (-1.90, 1.96, 1.86)  0.227
H (-1.58, 0.11, 0.20)  0.401
H (0.38, -0.37, -1.12)  0.202
H (-0.37, -1.86, -0.61)  0.206
H (1.14, -1.11, 0.17)  0.240
Cl (0.09, -3.65, -2.51)  -0.115
C (-0.03, -5.26, -1.66)  -0.349
C (0.28, -5.04, -0.18)  -0.410
Cl (1.89, -4.36, 0.03)  -0.028
H (0.74, -5.85, -2.15)  0.225
H (-1.01, -5.68, -1.87)  0.227
H (0.14, -6.02, 0.29)  0.235
H (-0.47, -4.38, 0.25)  0.223
Cl (-3.59, 1.54, -0.17)  -0.051
C (-3.38, 3.02, -1.12)  -0.397
C (-2.12, 2.99, -1.98)  -0.388
Cl (-1.96, 1.45, -2.86)  -0.078
H (-3.28, 3.88, -0.44)  0.232
H (-4.31, 3.25, -1.64)  0.225
H (-1.20, 3.17, -1.43)  0.250
H (-2.18, 3.77, -2.74)  0.224
Cl (2.61, -2.61, 4.60)  -0.078
C (1.45, -2.18, 3.33)  -0.416
C (0.23, -3.08, 3.45)  -0.367
Cl (0.62, -4.80, 3.05)  -0.088
H (1.97, -2.30, 2.39)  0.217
H (1.10, -1.14, 3.34)  0.276
H (-0.52, -2.76, 2.72)  0.217
H (-0.13, -3.02, 4.47)  0.225


# 4
The following is a DFT calculation (the ωB97M-V functional and the def2-TZVPD basis) of one molecule with the formula C18H37ClFIO2P2.

* HOMO level: -7.794 eV
* HOMO-LUMO gap: 7.98 eV
* strongest force on any atom: 0.57 eV Å⁻¹
* structure (SMILES): CCCCCCCCCCCCCC[PH](CC(=O)I)([C@@H](C)F)P(O)Cl
* lowest unoccupied orbital energy: 0.18 eV
* calculated total energy: -2398.95150 a.u.

Last column: natural (NBO) charge in e.
Element x y z (Å)
C (1.65, 2.82, -2.37)  -0.619
C (3.18, 2.70, -2.29)  -0.401
C (3.71, 2.51, -0.87)  -0.392
C (3.00, 1.45, -0.02)  -0.399
C (2.77, 0.09, -0.70)  -0.416
C (3.84, -0.98, -0.39)  -0.389
C (3.25, -2.33, 0.04)  -0.400
C (2.45, -3.04, -1.09)  -0.402
C (0.94, -3.22, -0.83)  -0.394
C (0.57, -3.70, 0.58)  -0.415
C (0.07, -2.56, 1.49)  -0.387
C (-1.45, -2.46, 1.58)  -0.401
C (-1.87, -1.17, 2.29)  -0.414
C (-1.81, 0.06, 1.37)  -0.759
P (-3.41, 0.82, 0.85)  1.006
C (-3.78, 1.40, -0.91)  -0.881
C (-2.61, 1.39, -1.83)  0.516
O (-1.52, 0.96, -1.61)  -0.526
I (-3.09, 2.13, -3.81)  0.021
C (-2.86, 2.60, 1.34)  -0.124
C (-2.71, 2.81, 2.84)  -0.663
F (-1.66, 2.95, 0.70)  -0.391
P (-4.37, -1.26, 0.45)  0.722
O (-3.80, -1.57, -1.08)  -0.994
Cl (-6.23, -0.43, -0.02)  -0.356
H (1.36, 3.38, -3.26)  0.210
H (1.17, 1.85, -2.43)  0.210
H (1.24, 3.34, -1.50)  0.204
H (3.62, 3.61, -2.71)  0.203
H (3.51, 1.88, -2.94)  0.193
H (4.78, 2.32, -0.89)  0.199
H (3.60, 3.48, -0.36)  0.198
H (3.63, 1.26, 0.86)  0.200
H (2.06, 1.85, 0.37)  0.203
H (1.80, -0.30, -0.36)  0.198
H (2.67, 0.19, -1.78)  0.206
H (4.49, -0.63, 0.42)  0.196
H (4.48, -1.13, -1.26)  0.196
H (2.63, -2.15, 0.91)  0.195
H (4.07, -2.98, 0.35)  0.205
H (2.90, -4.00, -1.32)  0.203
H (2.56, -2.44, -2.00)  0.203
H (0.42, -2.29, -1.08)  0.190
H (0.57, -3.95, -1.56)  0.208
H (-0.18, -4.49, 0.52)  0.208
H (1.45, -4.14, 1.05)  0.207
H (0.50, -2.63, 2.50)  0.201
H (0.43, -1.62, 1.07)  0.191
H (-1.83, -2.42, 0.55)  0.194
H (-1.88, -3.35, 2.06)  0.215
H (-1.15, -0.99, 3.09)  0.216
H (-2.84, -1.27, 2.78)  0.219
H (-1.24, 0.85, 1.86)  0.249
H (-1.24, -0.18, 0.46)  0.266
H (-4.42, 0.95, 1.85)  -0.029
H (-4.18, 2.41, -0.89)  0.282
H (-4.55, 0.79, -1.40)  0.306
H (-3.62, 3.30, 0.97)  0.163
H (-2.81, 3.87, 3.08)  0.226
H (-1.74, 2.47, 3.20)  0.220
H (-3.52, 2.29, 3.37)  0.219
H (-3.01, -1.06, -1.30)  0.486


# 5
The following is a DFT calculation (the ωB97M-V functional and the def2-TZVPD basis) of a 4-piece molecular cluster, C18H37FNO6S3 overall.

* HOMO level: -11.868 eV
* HOMO-LUMO gap: 8.02 eV
* strongest force on any atom: 3.47 eV Å⁻¹
* lowest unoccupied orbital energy: -3.85 eV
* calculated total energy: -2508.28123 a.u.
* charge: +1

Last column: natural (NBO) charge in e.
Element x y z (Å)
C (-1.57, 2.56, 0.87)  -0.403
C (-2.22, 1.32, 0.67)  -0.046
N (-3.68, 1.25, 0.99)  -0.439
C (-3.85, 0.37, 2.20)  -0.239
C (-4.66, 1.17, 3.27)  -0.646
C (-4.58, 0.91, -0.17)  0.365
C (-3.84, 0.20, -1.37)  -0.684
F (-5.74, 0.25, 0.20)  -0.328
H (-1.85, 3.44, 0.24)  0.226
H (-0.80, 2.56, 1.68)  0.256
H (-1.61, 0.48, 0.26)  0.293
H (-3.94, 2.20, 1.29)  0.454
H (-2.82, 0.22, 2.64)  0.270
H (-4.24, -0.65, 1.98)  0.253
H (-4.03, 2.07, 3.54)  0.231
H (-4.84, 0.62, 4.23)  0.265
H (-5.62, 1.61, 2.87)  0.219
H (-4.92, 1.90, -0.60)  0.181
H (-4.57, -0.15, -2.15)  0.263
H (-3.16, -0.62, -1.04)  0.254
H (-3.19, 0.96, -1.90)  0.237
C (0.02, -1.34, -5.06)  -0.409
C (-0.57, -2.64, -4.50)  -0.401
C (-0.08, -2.77, -3.05)  -0.679
S (0.20, -1.11, -2.46)  2.179
O (1.61, -0.94, -2.21)  -0.943
O (-0.80, -0.78, -1.46)  -0.995
C (-0.21, -0.28, -3.99)  -0.671
H (-0.45, -1.06, -6.00)  0.235
H (1.09, -1.47, -5.24)  0.227
H (-1.66, -2.58, -4.51)  0.205
H (-0.28, -3.50, -5.09)  0.246
H (-0.82, -3.26, -2.42)  0.255
H (0.87, -3.31, -3.00)  0.270
H (0.42, 0.60, -4.11)  0.260
H (-1.26, 0.01, -3.94)  0.231
C (1.12, 3.37, 4.91)  -0.404
C (0.29, 4.17, 5.92)  -0.403
C (-1.15, 3.63, 5.86)  -0.678
S (-1.02, 1.92, 5.35)  2.172
O (-1.64, 1.78, 4.04)  -0.999
O (-1.37, 1.06, 6.45)  -0.918
C (0.75, 1.91, 5.14)  -0.675
H (2.19, 3.54, 5.04)  0.239
H (0.85, 3.67, 3.89)  0.205
H (0.69, 4.02, 6.92)  0.220
H (0.31, 5.24, 5.71)  0.234
H (-1.64, 3.67, 6.83)  0.265
H (-1.74, 4.16, 5.12)  0.242
H (1.03, 1.26, 4.30)  0.255
H (1.19, 1.53, 6.06)  0.254
C (6.31, -2.54, -3.50)  -0.406
C (5.52, -1.70, -2.49)  -0.401
C (4.07, -2.21, -2.52)  -0.678
S (4.15, -3.93, -3.00)  2.164
O (3.51, -4.08, -4.29)  -0.956
O (3.80, -4.76, -1.87)  -0.940
C (5.92, -3.99, -3.24)  -0.675
H (7.39, -2.39, -3.39)  0.229
H (6.03, -2.26, -4.52)  0.214
H (5.94, -1.84, -1.49)  0.209
H (5.57, -0.64, -2.73)  0.224
H (3.60, -2.13, -1.54)  0.262
H (3.48, -1.68, -3.26)  0.252
H (6.16, -4.66, -4.06)  0.259
H (6.37, -4.35, -2.31)  0.243


# 6
The following is a DFT calculation (the ωB97M-V functional and the def2-TZVPD basis) of C18H38AgO10S6Tl as an isolated structure.

* expectation value of S²: 0.795
* HOMO level (spin up / spin down): -10.674 / -10.673 eV
* HOMO-LUMO gap (spin up / spin down): 6.31 / 4.45 eV
* strongest force on any atom: 4.67 eV Å⁻¹
* lowest unoccupied orbital energy (spin up / spin down): -4.36 / -6.22 eV
* calculated total energy: -4169.02542 a.u.
* spin multiplicity: 2
* charge: +1

Last column: Löwdin spin population.
Element x y z (Å)
Ag (-1.03, -0.93, -4.89)  -0.003
Tl (0.68, -1.50, 4.22)  -0.002
C (-1.15, 0.22, -0.56)  0.266
C (-0.34, -0.28, 0.60)  0.010
C (0.86, -1.30, 0.32)  0.015
O (1.30, -1.91, 1.34)  0.149
C (1.17, -1.48, -1.04)  0.294
C (0.37, -1.07, -2.06)  0.010
C (-0.76, -0.16, -1.82)  0.007
O (-1.51, 0.30, -2.77)  0.041
O (0.85, -1.39, -3.24)  0.099
O (-0.66, -0.27, 1.85)  0.082
H (-1.86, 1.01, -0.38)  0.010
H (2.12, -1.93, -1.27)  0.011
C (-4.95, 5.97, -3.28)  0.000
S (-4.73, 4.13, -3.21)  0.000
O (-4.92, 3.44, -4.58)  0.000
C (-2.94, 4.06, -3.05)  0.000
H (-4.75, 6.30, -4.30)  0.000
H (-4.30, 6.42, -2.53)  0.000
H (-5.90, 6.32, -2.88)  0.000
H (-2.68, 4.64, -2.17)  0.000
H (-2.46, 4.52, -3.92)  0.000
H (-2.63, 3.02, -3.05)  0.000
C (4.66, 1.00, 4.64)  0.000
S (4.20, 0.71, 2.91)  0.000
O (2.97, -0.22, 3.06)  0.001
C (3.47, 2.34, 2.56)  0.000
H (5.34, 1.83, 4.83)  0.000
H (5.21, 0.12, 4.98)  0.000
H (3.75, 0.92, 5.24)  0.000
H (2.61, 2.44, 3.23)  0.000
H (3.16, 2.51, 1.53)  0.000
H (4.13, 3.17, 2.82)  0.000
C (3.22, -4.77, -2.75)  0.000
S (3.19, -5.47, -4.42)  0.000
O (3.06, -6.99, -4.31)  0.000
C (1.37, -4.96, -4.75)  0.000
H (4.21, -4.98, -2.35)  0.000
H (2.52, -5.09, -1.98)  0.000
H (3.07, -3.69, -2.82)  0.000
H (1.36, -3.95, -5.16)  0.000
H (0.79, -4.93, -3.82)  0.000
H (0.96, -5.65, -5.48)  0.000
C (-4.18, -1.20, 0.40)  0.004
S (-5.33, 0.23, 0.26)  0.000
O (-5.16, 1.20, 1.45)  0.000
C (-4.70, 1.00, -1.30)  0.000
H (-4.61, -2.04, 0.94)  0.000
H (-3.24, -0.90, 0.86)  0.002
H (-3.69, -1.42, -0.55)  0.001
H (-4.02, 1.77, -0.93)  0.000
H (-5.35, 1.79, -1.68)  0.000
H (-4.18, 0.37, -2.04)  0.000
C (5.21, -3.39, 2.91)  0.000
S (3.67, -4.38, 2.95)  0.000
O (2.50, -3.56, 3.54)  0.000
C (3.36, -4.59, 1.13)  0.000
H (5.20, -2.51, 2.26)  0.000
H (6.02, -4.01, 2.53)  0.000
H (5.44, -2.96, 3.88)  0.000
H (3.45, -3.63, 0.63)  0.000
H (2.35, -4.97, 0.92)  0.000
H (4.08, -5.36, 0.86)  0.000
C (-2.15, 3.85, 3.99)  0.000
S (-2.34, 4.55, 2.26)  0.000
O (-1.03, 5.32, 2.13)  0.000
C (-2.03, 3.05, 1.23)  0.000
H (-2.50, 4.57, 4.74)  0.000
H (-1.13, 3.50, 4.13)  0.000
H (-2.83, 3.02, 4.19)  0.000
H (-1.01, 2.67, 1.29)  0.000
H (-2.07, 3.25, 0.16)  0.000
H (-2.75, 2.32, 1.59)  0.000


Which formula does entry 5 have? C18H37FNO6S3